Below is a structure of composition C21H44N3OP2SSc in a non-equilibrium geometry, with properties calculated with wB97M-V/def2-TZVPD.

Structure (XYZ):
```
73
Properties=species:S:1:pos:R:3:forces:R:3:mulliken_charge:R:1
Sc -0.23858 -0.22552 0.02596 -1.407 -0.272 -2.268 -1.591
P -1.63902 1.85915 0.37107 -0.440 0.173 0.400 1.088
P 1.52906 -1.71112 -0.97299 0.375 -0.687 -0.032 1.008
N -0.96188 -0.11784 -1.92588 0.552 0.044 1.019 0.280
C -2.44635 1.79506 -1.30017 0.005 0.155 -0.369 -0.772
H -3.50672 2.08541 -1.22972 0.327 -0.075 0.035 0.422
H -1.95242 2.55879 -1.92076 -0.052 -0.180 0.204 0.516
C -2.31798 0.42693 -2.02545 -0.290 -0.308 0.280 -0.997
H -3.01645 -0.30903 -1.57888 -0.104 0.266 -0.016 0.251
H -2.69648 0.54435 -3.06110 0.488 0.079 0.270 0.522
C -0.74921 -1.36019 -2.66977 -0.311 -0.319 0.232 -0.931
H -1.08191 -1.33052 -3.72635 0.234 0.346 0.338 0.527
H -1.39647 -2.13957 -2.21564 0.244 -0.105 -0.159 0.216
C 0.73618 -1.81477 -2.64711 0.015 0.173 -0.333 -0.772
H 1.31137 -1.15045 -3.31155 -0.127 -0.121 0.238 0.503
H 0.82722 -2.83058 -3.06407 0.010 0.291 0.180 0.413
C 1.31633 -3.39587 -0.18730 -0.006 0.326 -0.260 1.154
C 1.58697 -3.35353 1.32553 0.018 -0.187 -0.035 -1.099
H 1.29806 -4.31827 1.76544 0.098 0.204 -0.024 0.437
H 1.00762 -2.56932 1.83978 0.096 -0.164 -0.145 0.002
H 2.64983 -3.19046 1.54417 -0.353 -0.075 -0.014 0.302
C 3.29720 -1.19428 -1.09960 -0.123 0.069 -0.334 0.673
C 4.01267 -1.19822 0.26221 0.180 -0.032 -0.144 -1.377
H 4.97998 -0.68596 0.16243 -0.265 -0.130 -0.011 0.472
H 4.22602 -2.21100 0.62562 -0.082 0.241 -0.126 0.307
H 3.43839 -0.65584 1.02671 0.163 -0.196 -0.147 0.203
C -0.86049 3.50856 0.66334 -0.099 -0.004 -0.339 0.700
C -0.26043 3.63300 2.07478 -0.089 0.203 -0.067 -1.358
H 0.35503 4.54237 2.12282 -0.179 -0.231 -0.028 0.472
H 0.39717 2.78591 2.31619 -0.194 0.191 -0.003 0.192
H -1.02869 3.72210 2.85315 0.156 -0.060 -0.216 0.285
C -2.96689 1.42773 1.61630 0.126 0.021 -0.325 0.560
C -2.37843 0.99661 2.97054 -0.081 0.189 0.128 -0.832
H -3.17319 0.54171 3.57998 0.172 0.195 -0.119 0.502
H -1.95643 1.83560 3.54086 -0.175 -0.213 -0.187 0.185
H -1.59520 0.23402 2.85457 -0.176 0.220 -0.029 -0.239
C 1.04402 0.16627 1.88630 3.232 0.689 6.363 0.574
C 4.02111 -1.95002 -2.21576 0.450 0.062 -0.046 -1.435
H 4.20454 -2.99960 -1.96110 -0.085 0.244 -0.067 0.256
H 3.46234 -1.89974 -3.15890 0.168 -0.086 0.219 0.342
H 4.99825 -1.48271 -2.39416 -0.185 -0.116 0.019 0.465
C -1.80274 4.64391 0.25685 0.144 0.426 0.113 -1.438
H -1.24701 5.59029 0.26146 -0.138 -0.156 -0.007 0.455
H -2.18675 4.49937 -0.76115 0.025 0.072 0.290 0.347
H -2.64408 4.75673 0.94919 0.179 -0.062 -0.195 0.259
C -4.04631 2.50396 1.72242 -0.343 -0.034 0.344 -1.484
H -4.90470 2.09189 2.27328 0.191 0.148 -0.131 0.425
H -3.70072 3.38386 2.28022 -0.047 -0.207 -0.189 0.315
H -4.41723 2.81805 0.73779 0.130 -0.016 0.273 0.344
C 2.12253 -4.48286 -0.89801 -0.026 -0.497 0.135 -1.474
H 3.19095 -4.42824 -0.64814 -0.301 0.051 -0.109 0.307
H 1.76822 -5.46893 -0.55939 0.145 0.221 -0.107 0.431
H 2.00213 -4.45482 -1.98974 0.097 0.024 0.313 0.338
H 0.23656 -3.61231 -0.32682 0.492 0.251 -0.096 -0.491
H -3.43190 0.52416 1.17817 0.189 0.378 -0.014 0.264
H 3.21925 -0.13518 -1.41125 -0.091 -0.331 0.027 0.391
H -0.01076 3.51166 -0.04388 -0.310 -0.075 0.130 0.287
O 1.55417 0.24358 2.93477 -2.429 -0.352 -5.126 -0.252
H 1.16619 1.99414 -1.74338 0.121 -0.128 0.252 0.205
H 1.62381 1.96459 -1.14547 -0.077 0.057 -0.161 -0.149
C -1.57083 -2.41039 3.91880 -0.195 0.116 0.040 -0.679
N -1.70359 -3.44625 2.90042 0.274 0.134 -0.721 0.066
C -1.58727 -4.80244 3.14577 -0.127 0.046 -1.001 -0.205
C -1.65619 -5.44658 1.95203 -0.074 0.997 -0.096 -0.640
N -1.80095 -4.45653 0.97677 0.178 0.618 1.204 0.194
C -1.81452 -3.22304 1.56843 0.096 -1.419 0.313 -0.265
S -2.07285 -1.75209 0.73999 -0.239 -0.190 0.046 0.009
H -0.68179 -1.80548 3.72772 -0.083 -0.075 0.001 0.184
H -2.45612 -1.77172 3.92512 0.129 -0.102 -0.035 0.271
H -1.46868 -2.89105 4.88920 -0.016 0.005 -0.071 0.378
H -1.46521 -5.16886 4.13608 0.001 -0.261 0.420 0.471
H -1.64214 -6.48491 1.71100 0.040 -0.341 -0.065 0.452
H -1.81996 -4.57353 -0.02680 -0.224 -0.118 0.143 0.259
```
Positions in Å, forces in eV/Å.

The charge is +2. The value obtained for the HOMO energy is -13.59 eV. The value obtained for the calculated total energy is -79109.227 eV. The value obtained for the HOMO-LUMO gap is 6.62 eV. The energy relative to the best compared isomer or geometry (same formula, charge and spin) comes out at 0.0 kJ/mol.